(1)
CH7BrN3 | ωB97M-V/def2-TZVPD

Expectation value of S²: 2.0082
HOMO-LUMO gap (alpha / beta) (eV): 8.09 / 7.28

Geometry as ORCA input:
```
! RIJCOSX wB97M-V def2-TZVPD def2/J DEFGRID3
* xyz 1 3
C 0.542 -0.677 -0.541
N 0.561 0.327 -1.394
N -0.460 -1.574 -0.546
N 0.482 0.189 1.211
Br -0.150 -3.158 0.483
H 1.645 -1.260 -0.134
H -0.323 0.547 -1.900
H 0.980 1.152 -1.307
H -1.350 -1.574 -1.158
H 0.842 -0.685 1.639
H -0.410 0.447 1.583
H 1.230 0.883 1.255
*
```

(2)
C10H15NO | ωB97M-V/def2-TZVPD

SMILES: O=C1C=CN2CCCC[C@@H]2CC1
HOMO-LUMO gap (eV): 8.72

Geometry as ORCA input:
```
! RIJCOSX wB97M-V def2-TZVPD def2/J DEFGRID3
* xyz 0 1
C -2.862 0.285 0.379
C -2.521 -1.005 -0.361
C -1.097 -1.266 -0.744
C -0.003 -0.524 0.181
C 1.258 -1.325 -0.029
C 2.368 -0.746 0.861
C 2.412 0.804 0.722
C 1.522 1.269 -0.514
C -0.879 1.644 -0.391
C -2.154 1.559 0.120
H -3.025 -1.122 -1.372
H -2.926 -1.861 0.245
H -0.793 -2.337 -0.549
H -0.929 -0.877 -1.761
H -0.359 -0.602 1.205
H 1.470 -1.281 -1.084
H 0.934 -2.301 0.217
H 2.198 -1.029 1.942
H 3.337 -1.095 0.433
H 3.437 1.202 0.597
H 1.979 1.325 1.630
H 1.960 0.957 -1.469
H 1.499 2.424 -0.610
H -0.422 2.558 -0.875
H -2.767 2.421 0.349
N 0.173 0.812 -0.272
O -3.811 0.108 1.149
*
```

(3)
C38H36Cl5N6O2S3Zr | ωB97M-V/def2-TZVPD

HOMO-LUMO gap (eV): 6.54

Geometry as ORCA input:
```
! RIJCOSX wB97M-V def2-TZVPD def2/J DEFGRID3
* xyz -1 1
Zr 0.175 -0.593 1.518
O 0.317 -0.696 -0.571
C -0.352 -1.460 -1.404
C -0.042 -2.750 -3.706
C -1.232 -2.681 -4.303
C -2.440 -1.997 -3.882
C -2.679 -1.344 -2.749
C -1.818 -1.134 -1.561
C -2.302 0.026 -0.769
N -1.990 0.300 0.425
C -2.771 1.366 1.062
C -1.994 2.008 2.202
N -1.392 0.913 2.924
C -1.766 0.700 4.120
C -1.420 -0.474 4.893
C -1.599 -0.463 6.278
C -1.300 -1.567 7.047
C -0.834 -2.718 6.407
C -0.682 -2.762 5.039
C -0.968 -1.640 4.241
O -0.834 -1.691 2.935
H 0.720 -3.335 -4.213
H -1.329 -3.219 -5.241
H -3.265 -2.049 -4.585
H -3.675 -0.927 -2.629
H -3.042 0.645 -1.291
H -3.661 0.890 1.485
H -3.100 2.112 0.333
H -2.676 2.598 2.826
H -1.205 2.646 1.808
H -2.423 1.426 4.618
H -1.964 0.445 6.747
H -1.420 -1.542 8.122
H -0.586 -3.594 6.995
H -0.319 -3.653 4.544
S 1.031 1.787 0.914
C 1.993 2.384 2.251
C 2.479 3.694 2.214
C 3.283 4.195 3.226
C 3.618 3.380 4.301
C 3.140 2.081 4.353
C 2.322 1.563 3.344
S 1.731 -0.081 3.493
H 2.220 4.315 1.364
H 3.651 5.213 3.172
H 4.251 3.754 5.097
H 3.395 1.437 5.186
Cl 3.400 -0.666 0.505
C 2.975 -2.290 0.914
C 1.660 -2.555 1.313
C 1.392 -3.911 1.516
Cl -0.220 -4.452 1.909
C 2.349 -4.924 1.371
Cl 1.946 -6.586 1.622
C 3.649 -4.589 1.012
Cl 4.846 -5.820 0.825
C 3.965 -3.257 0.779
Cl 5.569 -2.838 0.300
S -1.555 -2.662 -0.531
C 0.558 -2.110 -2.477
N 1.330 -3.143 -1.786
C 2.569 -3.520 -2.217
C 3.312 -2.719 -3.004
C 2.793 -1.390 -3.272
C 1.539 -1.050 -2.969
H 0.800 -3.774 -1.208
H 2.928 -4.470 -1.840
H 4.309 -3.012 -3.296
H 3.469 -0.633 -3.651
H 1.158 -0.041 -3.060
C -1.126 4.143 -1.268
N -1.718 3.622 -2.482
C -3.157 3.772 -2.569
C -1.090 2.545 -3.106
N -0.176 1.811 -2.601
N -1.519 2.315 -4.419
C -0.936 1.147 -5.057
C -1.568 3.466 -5.306
H -1.448 5.178 -1.137
H -0.042 4.116 -1.342
H -1.408 3.578 -0.372
H -3.641 3.464 -1.633
H -3.546 3.156 -3.375
H -3.434 4.814 -2.754
H -0.057 1.956 -1.600
H -1.000 0.292 -4.392
H 0.121 1.299 -5.306
H -1.493 0.936 -5.972
H -2.021 4.320 -4.812
H -2.162 3.216 -6.187
H -0.564 3.760 -5.643
*
```

(4)
C41H40N4O2ReS2Te | ωB97M-V/def2-TZVPD

HOMO-LUMO gap (eV): 6.48

Geometry as ORCA input:
```
! RIJCOSX wB97M-V def2-TZVPD def2/J DEFGRID3
* xyz 1 1
Re -0.596 -1.320 1.879
O 1.264 -1.880 1.249
N 2.212 -2.225 2.173
C 3.297 -2.865 1.686
C 4.329 -3.192 2.513
C 4.233 -2.850 3.872
C 3.114 -2.216 4.338
C 2.054 -1.897 3.468
S 0.585 -1.152 3.938
H 3.251 -3.080 0.629
H 5.186 -3.712 2.115
H 5.039 -3.094 4.550
H 3.004 -1.949 5.380
S -2.428 -0.684 0.231
C -3.873 -1.362 0.797
N -4.964 -1.220 -0.022
C -6.189 -1.690 0.291
C -6.360 -2.355 1.464
C -5.214 -2.486 2.272
N -4.034 -2.002 1.966
H -4.813 -0.736 -0.896
H -6.973 -1.510 -0.431
H -7.319 -2.752 1.757
H -5.273 -3.010 3.221
C 5.530 4.252 -4.266
C 4.652 3.391 -3.404
C 4.507 3.641 -2.049
C 3.704 2.860 -1.222
C 3.707 3.190 0.248
C 2.994 1.806 -1.807
Te 1.625 0.623 -0.680
N 1.041 2.131 0.469
C 0.172 1.871 1.404
O -0.379 0.752 1.699
C -0.276 3.041 2.220
C 0.626 4.021 2.614
C 0.192 5.093 3.377
C -1.147 5.199 3.728
C -2.050 4.224 3.327
C -1.615 3.139 2.583
C 0.017 0.604 -2.050
C -0.456 -0.655 -2.451
C 0.113 -1.973 -1.989
C -1.501 -0.701 -3.367
C -2.085 0.450 -3.873
C -3.200 0.380 -4.878
C -1.599 1.677 -3.443
C -0.546 1.789 -2.541
C -0.088 3.185 -2.207
C 3.192 1.468 -3.155
C 2.612 0.246 -3.816
C 4.008 2.280 -3.930
H 5.817 5.166 -3.749
H 5.020 4.526 -5.190
H 6.443 3.720 -4.542
H 5.053 4.465 -1.602
H 4.648 3.679 0.498
H 3.613 2.302 0.874
H 2.886 3.854 0.512
H 1.666 3.932 2.329
H 0.897 5.848 3.699
H -1.486 6.041 4.317
H -3.093 4.306 3.603
H -2.303 2.358 2.285
H 0.510 -1.953 -0.975
H 0.904 -2.311 -2.663
H -0.670 -2.730 -2.002
H -1.869 -1.671 -3.687
H -3.611 -0.626 -4.947
H -2.841 0.660 -5.870
H -4.005 1.069 -4.621
H -2.042 2.589 -3.830
H -0.895 3.732 -1.715
H 0.154 3.712 -3.132
H 0.773 3.226 -1.553
H 2.508 -0.593 -3.125
H 3.277 -0.085 -4.612
H 1.633 0.442 -4.254
H 4.160 2.020 -4.972
C -1.237 -2.917 2.097
C -1.890 -4.184 2.298
C -2.319 -4.549 3.578
C -2.972 -5.754 3.774
C -3.212 -6.600 2.697
C -2.785 -6.246 1.425
C -2.123 -5.045 1.223
H -2.130 -3.877 4.407
H -3.294 -6.038 4.767
H -3.724 -7.541 2.853
H -2.963 -6.911 0.589
H -1.777 -4.762 0.236
*
```

(5)
C17H39BaCu2N3O7 | ωB97M-V/def2-TZVPD

HOMO-LUMO gap (eV): 5.10

Geometry as ORCA input:
```
! RIJCOSX wB97M-V def2-TZVPD def2/J DEFGRID3
* xyz 2 1
Ba -1.233 0.894 3.772
Cu -0.017 -2.648 1.422
Cu 0.789 3.493 -0.479
C -2.252 -1.508 -0.343
C -3.332 -2.118 0.559
C -3.861 -3.360 -0.232
C -4.687 -4.357 0.610
C -3.832 -4.805 1.906
C -3.432 -3.590 2.805
N -2.732 -2.561 1.863
O -1.915 -1.583 2.586
C -2.472 -4.203 3.869
C -4.723 -3.028 3.550
C -4.463 -1.052 0.737
H -1.333 -2.071 -0.505
H -1.879 -0.543 0.001
H -2.680 -1.270 -1.317
H -3.009 -3.845 -0.707
H -4.562 -2.999 -0.985
H -4.862 -5.247 0.005
H -5.657 -3.913 0.836
H -2.933 -5.320 1.566
H -4.480 -5.534 2.393
H -1.950 -3.506 4.524
H -1.767 -4.846 3.341
H -2.969 -4.814 4.623
H -5.248 -3.840 4.053
H -5.375 -2.628 2.774
H -4.473 -2.211 4.227
H -5.364 -1.459 1.197
H -4.770 -0.659 -0.232
H -4.265 -0.172 1.350
N 0.891 0.354 0.485
O 0.326 0.697 1.515
O 0.905 -0.824 0.236
O 1.476 1.231 -0.082
C 5.214 1.087 1.326
C 4.897 -0.231 0.566
O 4.427 0.140 -0.726
H 6.005 1.615 0.792
H 5.597 0.819 2.310
H 4.407 1.820 1.310
H 4.117 -0.799 1.072
H 5.809 -0.818 0.456
H 3.613 0.638 -0.624
C -1.350 1.432 -2.436
O -0.452 2.568 -2.340
C 0.456 2.640 -3.441
C 1.318 3.962 -3.515
N 2.262 3.998 -2.412
C 3.379 3.004 -2.537
C 4.560 3.437 -1.677
O 4.948 4.749 -2.071
C 6.109 5.216 -1.281
H -0.897 0.504 -2.087
H -1.899 1.351 -3.374
H -2.166 1.647 -1.746
H -0.063 2.425 -4.375
H 1.132 1.786 -3.471
H 0.766 4.900 -3.463
H 1.817 3.904 -4.483
H 2.748 4.878 -2.317
H 3.631 2.947 -3.596
H 2.892 2.071 -2.255
H 5.421 2.787 -1.830
H 4.210 3.336 -0.649
H 5.949 4.933 -0.241
H 6.210 6.300 -1.232
H 7.072 4.799 -1.578
*
```

(6)
C12H19N3O | ωB97M-V/def2-TZVPD

SMILES: CCCCN/C(N)=N\OCc1ccccc1
HOMO-LUMO gap (eV): 8.97

Geometry as ORCA input:
```
! RIJCOSX wB97M-V def2-TZVPD def2/J DEFGRID3
* xyz 0 1
C -0.853 2.575 0.166
C 0.460 1.885 0.482
C 1.455 1.970 -0.664
C 2.892 1.478 -0.333
C 2.501 -0.932 0.383
C -0.417 -1.639 -1.235
C -1.619 -1.040 -0.482
C -1.663 -0.908 0.947
C -2.730 -0.206 1.546
C -3.825 0.173 0.835
C -3.768 -0.012 -0.526
C -2.657 -0.569 -1.173
H -0.914 3.749 0.136
H -1.357 2.173 -0.831
H -1.538 2.265 1.028
H 0.277 0.809 0.571
H 0.861 2.369 1.460
H 1.027 1.442 -1.569
H 1.640 3.025 -0.861
H 3.575 1.952 -1.023
H 3.068 1.981 0.669
H 4.198 -0.138 -0.047
H 2.614 -2.416 1.671
H 3.510 -1.124 2.034
H -0.695 -1.783 -2.316
H -0.234 -2.654 -0.876
H -0.643 -1.092 1.476
H -2.638 0.015 2.644
H -4.672 0.617 1.391
H -4.639 0.227 -1.109
H -2.630 -0.608 -2.211
N 3.235 0.024 -0.325
N 3.198 -1.658 1.303
N 1.320 -1.335 0.031
O 0.784 -0.834 -1.122
*
```